A cluster of 3 separate species, C27H65BO10P4S in total at a distorted geometry. Source: the OMol25 dataset; level of theory: ωB97M-V/def2-TZVPD.

## Properties
gap between HOMO and LUMO	5.87	eV
SMILES string	CCCCCCCCCCCCCCCB([PH2]=S)P(O)O.CCOP(=O)(OCC)OCC.CCOP(=O)(OCC)OCC
highest occupied orbital energy	-7.795	eV
calculated total energy	-98185.047	eV

```
! RIJCOSX wB97M-V def2-TZVPD def2/J DEFGRID3
* xyz 0 1
C 4.57698 -4.35405 5.95922
C 5.19043 -5.55346 5.01401
C 5.76501 -5.00173 3.56790
C 5.23293 -5.93005 2.31905
C 4.74447 -5.05366 1.00054
C 3.19567 -4.59732 1.28684
C 3.06498 -3.04367 1.87533
C 1.48466 -2.63335 1.73160
C 1.07978 -1.17414 2.35428
C 1.73018 -0.82554 3.81544
C 0.77100 -1.17040 5.10492
C 0.12032 -2.67506 5.09772
C -1.52975 -2.46522 4.93609
C -2.28110 -3.76726 4.26663
C -2.58525 -4.94701 5.40364
B -1.81957 -6.31654 4.83237
P -2.78228 -7.95142 4.39333
S -1.74156 -9.50815 4.92131
P 0.07582 -6.19918 4.58905
O 0.96829 -7.18938 5.71103
O 0.47528 -6.52926 2.92659
H 3.49032 -4.64103 6.29974
H 4.49594 -3.31595 5.37758
H 5.24286 -4.21219 6.93932
H 6.09033 -6.07425 5.58285
H 4.36455 -6.38896 4.87668
H 5.45637 -3.88340 3.37581
H 6.95456 -5.00398 3.64795
H 4.38645 -6.64701 2.70109
H 6.13196 -6.61068 1.94200
H 4.71355 -5.80021 0.07136
H 5.45007 -4.15552 0.74174
H 2.52690 -4.67029 0.30377
H 2.74649 -5.32922 2.11320
H 3.71265 -2.37079 1.16944
H 3.45512 -3.10008 2.98601
H 1.26770 -2.56505 0.55938
H 0.82744 -3.53546 2.11329
H 1.43240 -0.35408 1.59781
H -0.11119 -1.13138 2.36925
H 1.88786 0.35775 3.83529
H 2.78414 -1.28880 4.02226
H -0.11958 -0.39317 5.23383
H 1.40059 -1.08755 6.11575
H 0.57227 -3.36919 4.27127
H 0.36639 -3.20720 6.13757
H -1.66871 -1.56547 4.19424
H -1.97297 -2.15626 5.97791
H -3.33057 -3.45484 3.79164
H -1.64580 -4.19703 3.35513
H -3.76050 -5.11537 5.50263
H -2.17646 -4.60606 6.44950
H -2.84142 -7.96203 2.92600
H -4.13828 -7.95526 4.89155
H 1.70824 -6.59416 6.08564
H -0.24541 -6.03705 2.39621
C -0.30774 3.19578 -1.70088
C -0.58550 1.76324 -1.28498
O -1.60649 1.19514 -2.09303
P -1.23003 0.19967 -3.37405
O -0.19301 -0.63748 -2.58582
O -2.48610 -0.87040 -3.17289
C -2.22869 -2.26524 -3.09945
C -2.21393 -2.71338 -1.64773
O -2.38868 1.13499 -4.25474
C -2.06285 2.44534 -4.67411
C -0.80954 2.49256 -5.51929
H 0.10956 3.22823 -2.71164
H 0.40661 3.66384 -1.02037
H -1.22950 3.78664 -1.70484
H 0.34040 1.18751 -1.31107
H -0.94951 1.75110 -0.25323
H -1.29935 -2.52329 -3.61281
H -3.03991 -2.77886 -3.62903
H -1.51709 -2.12265 -1.04549
H -1.93746 -3.76761 -1.56960
H -3.20313 -2.57814 -1.19784
H -1.99115 3.10542 -3.80808
H -2.90719 2.80968 -5.26839
H 0.05777 2.11439 -4.97031
H -0.59970 3.51853 -5.83468
H -0.92306 1.86728 -6.41078
C -4.11175 10.29795 -4.82023
C -2.94041 9.80528 -3.99105
O -2.60404 8.47025 -4.34127
P -1.33604 8.14909 -5.37215
O -0.35646 9.12824 -4.67988
O -0.78208 6.78980 -4.59197
C 0.58639 6.68639 -4.22617
C 0.75890 7.04443 -2.75968
O -2.43050 7.05511 -6.14562
C -3.47198 7.55886 -6.95838
C -2.96470 8.44614 -8.07317
H -3.83321 10.36625 -5.87596
H -4.43252 11.28687 -4.48611
H -4.95947 9.60901 -4.74606
H -2.10026 10.49238 -4.09820
H -3.22418 9.79752 -2.93437
H 1.21574 7.30434 -4.87105
H 0.89225 5.64522 -4.38340
H 0.33177 8.02432 -2.52599
H 1.81587 7.04818 -2.48265
H 0.23530 6.31991 -2.12713
H -4.21151 8.07019 -6.33991
H -3.98255 6.69449 -7.39543
H -2.42604 9.31351 -7.68054
H -3.79705 8.80338 -8.68609
H -2.26674 7.89760 -8.71393
*
```

Mulliken atomic charge list, values in e, 4 entries: C -0.60; C -0.30; C -0.48; C -0.69